Run 1
This record from the Open Molecules 2025 dataset describes C24H74N6O10 as an isolated structure. The level of theory is wB97M-V/def2-TZVPD.

Element x y z (Å)
O1 -0.31 -3.96 0.16
H1 -0.06 -4.32 1.01
H2 -0.54 -3.05 0.35
O2 -3.61 0.49 0.49
H3 -3.62 0.96 1.33
H4 -3.43 1.16 -0.16
O3 -3.12 -0.95 -2.06
H5 -2.97 -1.90 -2.08
H6 -3.98 -0.85 -1.65
O4 0.44 -3.72 -1.69
H7 0.41 -2.76 -1.69
H8 -0.15 -3.98 -0.99
C1 0.09 1.18 -3.10
C2 1.28 0.33 -3.65
C3 2.72 0.81 -3.20
O5 3.78 0.04 -3.80
C4 4.64 0.72 -4.64
N1 1.14 -1.14 -3.55
H9 0.12 1.38 -2.03
H10 -0.89 0.79 -3.35
H11 0.03 2.24 -3.38
H12 1.46 0.59 -4.70
H13 2.76 0.77 -2.11
H14 2.82 1.87 -3.47
H15 5.16 1.49 -4.07
H16 4.09 1.17 -5.46
H17 5.28 -0.06 -5.07
H18 1.96 -1.59 -3.93
H19 0.34 -1.28 -4.15
C5 1.00 -0.28 2.08
C6 2.44 -0.61 2.27
C7 2.97 -1.11 3.67
O6 2.23 -2.36 4.01
C8 2.00 -2.82 5.32
N2 2.68 -1.58 1.26
H20 0.77 0.56 2.74
H21 0.34 -1.14 2.20
H22 0.92 0.29 1.16
H23 3.07 0.24 2.00
H24 2.63 -0.33 4.36
H25 4.05 -1.21 3.58
H26 2.94 -2.71 5.87
H27 1.80 -3.89 5.42
H28 1.30 -2.22 5.89
H29 3.60 -2.00 1.35
H30 1.95 -2.28 1.27
C9 -1.85 0.93 7.28
C10 -2.17 0.41 5.92
C11 -3.18 1.26 5.17
O7 -4.51 1.26 5.80
C12 -5.31 2.43 5.40
N3 -0.91 0.38 5.15
H31 -1.03 0.41 7.77
H32 -2.67 0.72 7.96
H33 -1.57 1.97 7.41
H34 -2.42 -0.63 6.11
H35 -3.14 0.99 4.12
H36 -2.75 2.26 5.26
H37 -4.77 3.38 5.30
H38 -6.00 2.72 6.19
H39 -6.00 2.29 4.57
H40 -0.11 0.03 5.65
H41 -0.95 -0.05 4.24
C13 -0.56 -2.55 -3.22
C14 -0.61 -2.86 -4.72
C15 -1.14 -1.75 -5.63
O8 -0.34 -0.56 -5.40
C16 -0.90 0.55 -6.07
N4 0.60 -3.38 -5.23
H42 -1.08 -3.28 -2.60
H43 -1.20 -1.73 -2.90
H44 0.44 -2.34 -2.82
H45 -1.41 -3.59 -4.65
H46 -2.20 -1.60 -5.41
H47 -1.10 -2.09 -6.67
H48 -0.15 1.30 -5.82
H49 -1.93 0.74 -5.76
H50 -0.97 0.24 -7.11
H51 0.29 -3.73 -6.12
H52 1.38 -2.74 -5.16
C17 0.77 5.41 -0.61
C18 0.68 3.94 -0.92
C19 1.94 3.09 -0.73
O9 1.45 1.73 -0.90
C20 2.21 0.81 -0.17
N5 -0.34 3.43 -0.07
H53 -0.14 5.97 -0.83
H54 1.53 5.73 -1.32
H55 1.03 5.74 0.39
H56 0.39 3.72 -1.95
H57 2.32 3.27 0.27
H58 2.79 3.26 -1.39
H59 3.19 0.72 -0.65
H60 1.85 -0.20 -0.38
H61 2.30 0.90 0.91
H62 -0.20 2.44 -0.23
H63 0.09 3.46 0.84
C21 -0.07 -0.86 -1.50
C22 -0.37 -1.28 -0.08
C23 -0.75 -0.04 0.76
O10 -1.11 -0.31 2.09
C24 -1.46 0.74 3.02
N6 -1.36 -2.26 -0.09
H64 0.68 -0.07 -1.46
H65 -0.83 -0.38 -2.12
H66 0.42 -1.64 -2.09
H67 0.53 -1.69 0.39
H68 -1.53 0.42 0.16
H69 0.10 0.64 0.83
H70 -2.41 1.14 2.65
H71 -0.76 1.58 3.01
H72 -1.50 0.44 4.07
H73 -1.63 -2.29 0.88
H74 -2.20 -1.96 -0.57

## Properties
LUMO energy (eV): 0.412
Total charge: 0
2S+1: 1
E_HOMO (eV): -6.79

Run 2
This record from the Open Molecules 2025 dataset describes a 10-piece molecular cluster, C24H74N6O10 overall. The level of theory is wB97M-V/def2-TZVPD.

Element x y z (Å)
C1 10.46 -14.30 -6.84
O1 9.85 -15.31 -7.70
C2 10.44 -16.58 -7.87
C3 11.18 -16.78 -9.18
C4 10.18 -16.47 -10.35
N1 11.60 -18.20 -9.28
H1 9.76 -13.44 -6.80
H2 11.37 -13.93 -7.32
H3 10.57 -14.63 -5.80
H4 11.21 -16.71 -7.09
H5 9.66 -17.32 -7.76
H6 12.11 -16.21 -9.18
H7 9.73 -17.38 -10.80
H8 10.64 -15.98 -11.18
H9 9.37 -15.76 -10.02
H10 12.56 -18.34 -9.54
H11 11.41 -18.68 -8.38
C5 6.13 -21.89 -9.32
O2 6.92 -21.30 -10.32
C6 8.02 -22.10 -10.62
C7 9.00 -21.15 -11.26
C8 10.34 -21.77 -11.63
N2 9.20 -20.09 -10.31
H12 5.75 -22.85 -9.67
H13 5.28 -21.27 -9.17
H14 6.60 -22.07 -8.34
H15 8.34 -22.40 -9.64
H16 7.73 -22.92 -11.29
H17 8.55 -20.80 -12.20
H18 10.26 -22.63 -12.32
H19 10.91 -21.97 -10.69
H20 10.89 -20.95 -12.18
H21 10.09 -19.61 -10.36
H22 8.52 -19.40 -10.41
C9 3.27 -10.58 -4.87
O3 4.18 -11.57 -5.26
C10 3.96 -12.14 -6.52
C11 5.18 -12.90 -7.03
C12 4.81 -13.30 -8.43
N3 5.40 -14.11 -6.22
H23 2.25 -11.00 -4.82
H24 3.27 -9.78 -5.56
H25 3.53 -10.26 -3.91
H26 3.08 -12.77 -6.43
H27 3.76 -11.28 -7.22
H28 6.05 -12.28 -7.10
H29 3.98 -14.02 -8.43
H30 5.70 -13.80 -8.80
H31 4.53 -12.52 -9.18
H32 5.84 -13.86 -5.34
H33 5.88 -14.93 -6.54
C13 14.50 -22.80 -6.25
O4 13.09 -22.74 -6.33
C14 12.56 -22.76 -5.00
C15 11.24 -22.03 -5.02
C16 11.54 -20.49 -5.07
N4 10.41 -22.46 -3.92
H34 14.96 -21.97 -5.84
H35 14.92 -22.82 -7.23
H36 14.75 -23.69 -5.70
H37 12.46 -23.82 -4.70
H38 13.34 -22.27 -4.38
H39 10.72 -22.27 -5.94
H40 10.67 -19.92 -4.84
H41 11.78 -20.20 -6.10
H42 12.39 -20.21 -4.41
H43 10.50 -23.39 -3.57
H44 10.27 -21.88 -3.14
C17 2.04 -18.26 -9.43
O5 3.38 -17.99 -9.18
C18 4.12 -17.98 -10.40
C19 5.51 -17.46 -10.14
C20 6.35 -17.49 -11.45
N5 6.20 -18.27 -9.08
H45 1.53 -18.18 -8.49
H46 1.83 -19.31 -9.86
H47 1.61 -17.61 -10.20
H48 4.08 -18.94 -10.92
H49 3.52 -17.31 -11.07
H50 5.42 -16.49 -9.67
H51 6.31 -18.47 -11.85
H52 7.41 -17.32 -11.14
H53 6.09 -16.76 -12.15
H54 6.39 -19.28 -9.36
H55 5.73 -18.23 -8.21
C21 3.77 -15.92 -2.21
O6 4.78 -16.79 -2.62
C22 5.87 -16.18 -3.32
C23 6.49 -17.26 -4.19
C24 7.84 -16.94 -4.64
N6 5.65 -17.65 -5.25
H56 3.37 -15.43 -3.10
H57 4.05 -15.19 -1.40
H58 2.99 -16.59 -1.81
H59 5.48 -15.31 -3.81
H60 6.65 -15.88 -2.61
H61 6.40 -18.07 -3.48
H62 8.45 -17.82 -4.80
H63 8.40 -16.36 -3.91
H64 7.79 -16.30 -5.53
H65 4.73 -17.89 -4.92
H66 5.59 -16.93 -5.98
O7 6.09 -20.19 -6.63
H67 6.36 -20.94 -6.05
H68 6.19 -19.36 -6.09
O8 9.00 -20.57 -7.52
H69 8.94 -20.39 -8.48
H70 8.10 -20.39 -7.22
O9 7.07 -16.02 -7.77
H71 7.15 -16.89 -8.24
H72 7.89 -15.51 -7.89
O10 7.53 -22.44 -5.64
H73 8.25 -21.87 -6.12
H74 7.92 -22.52 -4.77

## Properties
SMILES: COC[C@H](C)N.COC[C@H](C)N.COC[C@H](C)N.COC[C@H](C)N.COC[C@H](C)N.COC[C@H](C)N.O.O.O.O
LUMO energy (eV): 0.629
Total charge: 0
2S+1: 1
E_HOMO (eV): -8.73

It is run 2 that is most stable; the runner-up trails by 1.0841 hartree.

Run 1
This record from the Open Molecules 2025 dataset describes one molecule with the formula C16H20N4O3S. The level of theory is wB97M-V/def2-TZVPD.

Element x y z (Å)
C1 -5.91 -1.00 0.60
C2 -4.47 -1.39 0.88
O1 -3.71 -1.07 -0.27
C3 -2.36 -1.30 -0.26
C4 -1.65 -1.84 0.81
C5 -0.28 -1.99 0.71
C6 0.41 -1.60 -0.43
N1 1.81 -1.68 -0.42
C7 2.68 -1.16 -1.33
O2 2.40 -0.86 -2.47
C8 4.06 -0.93 -0.74
C9 4.02 0.31 0.17
C10 3.25 0.01 1.43
O3 3.66 -0.70 2.32
N2 1.99 0.56 1.58
C11 1.19 1.24 0.71
N3 1.51 1.71 -0.45
N4 0.51 2.30 -1.08
C12 -0.60 2.33 -0.45
C13 -1.83 2.98 -0.95
C14 -3.11 2.42 -0.32
S1 -0.50 1.54 1.13
C15 -0.31 -1.08 -1.51
C16 -1.67 -0.93 -1.41
H1 -6.53 -1.24 1.46
H2 -6.28 -1.54 -0.27
H3 -5.97 0.07 0.40
H4 -4.40 -2.47 1.09
H5 -4.08 -0.84 1.75
H6 -2.15 -2.15 1.71
H7 0.27 -2.40 1.55
H8 2.20 -2.01 0.45
H9 4.40 -1.80 -0.17
H10 4.76 -0.75 -1.56
H11 5.04 0.55 0.47
H12 3.58 1.14 -0.37
H13 1.55 0.32 2.46
H14 -1.76 4.05 -0.73
H15 -1.85 2.87 -2.03
H16 -3.97 2.94 -0.72
H17 -3.09 2.55 0.76
H18 -3.21 1.36 -0.54
H19 0.21 -0.78 -2.40
H20 -2.24 -0.52 -2.24

## Properties
SMILES: CCOc1ccc(NC(=O)CCC(=O)Nc2nnc(CC)s2)cc1
LUMO energy (eV): 0.309
Total charge: 0
2S+1: 1
E_HOMO (eV): -8.08

Run 2
This record from the Open Molecules 2025 dataset describes one molecule with the formula C16H20N4O3S. The level of theory is wB97M-V/def2-TZVPD.

Element x y z (Å)
C1 -3.62 -3.01 1.14
N1 -3.15 -1.96 0.26
C2 -2.26 -1.04 0.93
C3 -1.69 -0.03 -0.07
N2 -2.77 0.68 -0.72
C4 -3.07 1.98 -0.64
O1 -4.08 2.45 -1.12
C5 -2.07 2.91 0.05
S1 -0.58 3.18 -0.99
C6 0.64 2.65 0.10
N3 0.48 2.11 1.27
N4 1.72 1.85 1.74
C7 2.56 2.24 0.84
C8 4.05 2.16 0.91
O2 4.61 1.51 -0.20
C9 4.36 0.17 -0.38
C10 3.62 -0.63 0.48
C11 3.45 -1.97 0.19
C12 4.00 -2.53 -0.95
C13 4.74 -1.73 -1.81
C14 4.92 -0.39 -1.53
O3 1.94 2.78 -0.23
C15 -3.70 -0.23 -1.36
C16 -4.25 -1.23 -0.35
H1 -2.76 -3.56 1.52
H2 -4.20 -2.62 1.99
H3 -4.24 -3.69 0.57
H4 -1.43 -1.61 1.37
H5 -2.77 -0.49 1.74
H6 -1.01 0.64 0.45
H7 -1.12 -0.58 -0.84
H8 -2.55 3.88 0.14
H9 -1.73 2.55 1.01
H10 4.33 1.69 1.85
H11 4.47 3.18 0.87
H12 3.18 -0.23 1.38
H13 2.87 -2.59 0.86
H14 3.85 -3.57 -1.17
H15 5.17 -2.15 -2.70
H16 5.49 0.25 -2.18
H17 -4.50 0.36 -1.80
H18 -3.16 -0.77 -2.15
H19 -4.91 -1.93 -0.85
H20 -4.84 -0.68 0.41

## Properties
SMILES: CN1CCN(C(=O)CSc2nnc(COc3ccccc3)o2)CC1
LUMO energy (eV): 0.632
Total charge: 0
2S+1: 1
E_HOMO (eV): -8.85

It is run 1 that is most stable; the runner-up trails by 0.0533 hartree.

Run 1
This record from the Open Molecules 2025 dataset describes one molecule with the formula C2H3BrOS. The level of theory is wB97M-V/def2-TZVPD.

Element x y z (Å)
C1 0.98 -0.07 0.50
O1 -0.10 -0.78 -0.16
C2 -1.15 -0.19 -0.63
S1 -2.40 -0.82 -1.47
Br1 -1.13 1.71 -0.08
H1 1.29 0.39 -0.43
H2 1.78 -0.85 0.89
H3 0.75 0.61 1.38

## Properties
SMILES: COC(=S)Br
LUMO energy (eV): 0.185
Total charge: 0
2S+1: 1
E_HOMO (eV): -9.11

Run 2
This record from the Open Molecules 2025 dataset describes one molecule with the formula C2H3BrOS. The level of theory is wB97M-V/def2-TZVPD.

Element x y z (Å)
C1 1.27 -0.12 -1.11
C2 0.16 -0.05 -0.09
O1 3.18 -1.78 -2.20
S1 2.02 -2.00 -1.30
Br1 1.87 1.11 -2.28
H1 -0.79 -0.45 -0.44
H2 0.73 -0.77 0.62
H3 0.05 0.87 0.43

## Properties
LUMO energy (spin up / spin down) (eV): -0.317 / -1.006
Total charge: 0
2S+1: 1
E_HOMO (spin up / spin down) (eV): -9.02 / -8.22

It is run 1 that is most stable; the runner-up trails by 0.0600 hartree.

Run 1
This record from the Open Molecules 2025 dataset describes a 2-piece molecular cluster, C3H11NO2 overall. The level of theory is wB97M-V/def2-TZVPD.

Element x y z (Å)
C1 0.99 -0.20 1.04
C2 1.79 0.87 1.77
O1 2.94 0.33 2.45
H1 0.64 -0.96 1.73
H2 1.23 -0.61 0.06
H3 0.09 0.37 0.74
H4 2.18 1.59 1.05
H5 1.21 1.42 2.51
H6 2.89 -0.64 2.36
N1 -1.78 -0.66 -0.70
C3 -1.30 -0.27 -1.98
O2 -2.21 0.12 -3.01
H7 -2.13 -1.61 -0.76
H8 -2.56 -0.12 -0.36
H9 -0.65 -1.00 -2.46
H10 -0.58 0.56 -1.80
H11 -2.74 0.80 -2.64

## Properties
SMILES: CCO.NCO
LUMO energy (eV): 0.714
Total charge: 0
2S+1: 1
E_HOMO (eV): -10.05

Run 2
This record from the Open Molecules 2025 dataset describes a 3-piece molecular cluster, C3H11NO2 overall. The level of theory is wB97M-V/def2-TZVPD.

Element x y z (Å)
C1 -0.25 -1.00 2.97
C2 0.53 -0.44 1.78
C3 0.29 -0.93 0.53
N1 1.16 -0.54 -0.61
H1 -0.20 -2.11 3.08
H2 -1.30 -0.72 3.09
H3 0.32 -0.69 3.83
H4 0.97 0.52 1.85
H5 -0.38 -1.78 0.49
H6 1.23 -1.24 -1.33
H7 2.08 -0.23 -0.21
O1 -1.22 0.63 -4.11
H8 -0.87 1.39 -3.68
H9 -2.00 0.47 -3.56
O2 -0.56 2.22 -1.45
H10 0.17 2.79 -1.75
H11 0.01 1.67 -0.93

## Properties
SMILES: C/C=C/N.O.O
LUMO energy (eV): 0.780
Total charge: 0
2S+1: 1
E_HOMO (eV): -8.51

It is run 1 that is most stable; the runner-up trails by 0.0048 hartree.